Formula: C3H5FO2P
Source: the OMol25 dataset
Level of theory: ωB97M-V/def2-TZVPD

Each line ends with the Mulliken charge.
Geometry (Å):
1 C -2.96 -0.77 0.82  0.6545
2 C 1.82 0.89 -0.25  -1.0233
3 C 0.49 0.66 -0.87  0.0914
4 O -3.35 0.26 0.48  -0.3671
5 O -2.86 -1.82 1.33  -0.4197
6 F 0.86 0.30 -2.29  -0.3499
7 P -0.38 -0.64 -0.24  -0.3364
8 H 2.25 1.96 -0.59  0.1923
9 H 2.57 0.11 -0.60  0.2302
10 H 1.83 1.14 0.78  0.4057
11 H -0.69 -0.28 1.14  -0.0577
12 H 0.41 -1.81 0.29  -0.0201

Properties
Strongest force on any atom ... 0.0846 hartree/bohr
Total charge ... -1
HOMO level ... -0.0903 Eh
Calculated total energy ... -708.96438 hartree
Orbital gap ... 5.97 eV
Energy above the lowest of the compared OMol25 structures with the same formula, charge and spin ... 110.85 kcal/mol